Entry 1:
Computed, not measured: a structure of composition C17H12O3STl, with the ωB97M-V functional and the def2-TZVPD basis.

```
! RIJCOSX wB97M-V def2-TZVPD def2/J DEFGRID3
* xyz -1 1
Tl -4.285 -0.158 -2.110
O -2.531 -1.635 1.078
C -3.351 -0.733 1.205
O -3.976 -0.134 0.279
C -3.723 -0.295 2.622
C -4.712 0.653 2.846
C -5.080 0.989 4.137
C -4.459 0.381 5.216
C -3.467 -0.564 5.001
C -3.102 -0.899 3.709
H -5.191 1.116 1.996
H -5.864 1.719 4.301
H -4.755 0.641 6.224
H -2.991 -1.047 5.846
H -2.337 -1.638 3.521
C 6.197 -0.413 -0.965
C 5.689 -0.644 -2.349
O 5.540 -1.690 -2.901
S 5.209 0.925 -3.145
C 3.445 0.621 -3.051
C 2.702 1.468 -2.240
C 1.342 1.282 -2.133
C 0.703 0.241 -2.820
C 1.481 -0.608 -3.619
C 2.842 -0.416 -3.745
C -0.695 0.095 -2.704
C -1.909 0.031 -2.586
H 6.573 -1.332 -0.520
H 5.364 -0.033 -0.373
H 6.969 0.353 -0.981
H 3.192 2.273 -1.710
H 0.748 1.938 -1.513
H 0.999 -1.417 -4.149
H 3.433 -1.073 -4.367
*
```

Orbital gap: 7.506 eV
F_max: 0.749 eV Å⁻¹
Energy: -39495.243 eV

---

Entry 2:
Computed, not measured: a structure of composition C18H30Cl2GeNO3Sn, with the ωB97M-V functional and the def2-TZVPD basis.

```
! RIJCOSX wB97M-V def2-TZVPD def2/J DEFGRID3
* xyz 2 2
Sn -4.754 -1.375 1.801
C 2.069 -0.379 3.648
C 1.163 -0.935 2.563
C -0.036 -1.654 3.162
C 1.929 -1.843 1.612
O 0.579 0.164 1.813
Ge 1.402 1.423 0.902
O -0.262 2.083 0.173
C -2.012 1.532 2.462
C 2.114 2.975 1.800
C -1.953 2.457 3.620
C -2.660 2.265 -0.528
O 2.074 0.814 -0.560
C 3.182 1.334 -1.365
C 2.797 2.704 -1.902
C 3.330 0.329 -2.494
C 4.449 1.382 -0.523
H 2.529 -1.190 4.213
H 1.512 0.252 4.343
H 2.885 0.206 3.214
H 0.288 -2.483 3.792
H -0.663 -2.058 2.362
H -0.617 -0.964 3.777
H 2.260 -2.739 2.137
H 2.813 -1.341 1.215
H 1.299 -2.141 0.774
H 2.532 2.717 2.771
H 1.305 3.694 1.923
H 2.892 3.429 1.192
H -0.996 2.973 3.700
H -2.092 1.874 4.532
H -2.776 3.175 3.595
H -1.720 3.192 1.248
H -2.000 2.871 -1.138
H -1.566 0.516 0.669
H 1.853 2.643 -2.444
H 3.562 3.071 -2.585
H 2.695 3.438 -1.099
H 2.408 0.263 -3.070
H 3.566 -0.657 -2.095
H 4.136 0.634 -3.162
H 4.311 1.960 0.393
H 5.255 1.856 -1.083
H 4.771 0.375 -0.256
Cl -1.651 1.823 0.972
C -3.954 1.998 -0.760
C -4.653 2.758 -1.783
C -5.981 2.618 -1.941
C -6.736 1.704 -1.120
C -6.133 0.942 -0.186
Cl -7.019 -0.200 0.764
C -4.689 0.971 0.002
N -4.079 0.135 0.758
H -4.085 3.470 -2.368
H -6.516 3.201 -2.676
H -7.804 1.624 -1.274
*
```

Orbital gap (alpha / beta): 6.797 / 6.412 eV
F_max: 0.989 eV Å⁻¹
Relative energy (zero: lowest compared OMol25 entry of this formula, charge and spin): 22.18 kJ/mol
Energy: -114149.057 eV

---

Entry 3:
Computed, not measured: a structure of composition C13H39N2O9Zn at a distorted geometry, with the ωB97M-V functional and the def2-TZVPD basis.

```
! RIJCOSX wB97M-V def2-TZVPD def2/J DEFGRID3
* xyz 1 1
Zn 1.149 2.342 -3.894
O -2.040 -0.384 -0.160
C -1.388 0.098 -1.223
O -0.206 -0.234 -1.512
O -1.793 1.013 -1.948
H -1.425 -1.033 0.189
C 1.036 -7.846 0.200
C 0.749 -6.334 0.462
C 0.483 -6.204 1.968
O -0.125 -4.943 2.081
C -0.152 -4.548 3.475
N 1.912 -5.551 0.005
H 2.069 -7.989 0.516
H 1.066 -8.097 -0.861
H 0.370 -8.558 0.687
H -0.187 -6.023 -0.002
H 1.448 -6.129 2.469
H -0.181 -6.959 2.389
H -0.932 -5.123 3.973
H -0.423 -3.492 3.466
H 0.785 -4.689 4.015
H 2.145 -5.785 -0.949
H 1.626 -4.585 0.065
C 6.174 3.475 -1.847
C 4.645 3.434 -1.956
C 4.005 4.837 -1.774
O 2.641 4.833 -2.091
C 1.900 6.085 -2.083
N 4.385 3.054 -3.316
H 6.748 4.005 -2.607
H 6.499 2.438 -1.767
H 6.432 3.891 -0.873
H 4.258 2.732 -1.218
H 4.527 5.502 -2.462
H 4.221 5.160 -0.756
H 2.165 6.673 -2.962
H 2.068 6.739 -1.228
H 0.837 5.947 -2.279
H 4.962 3.660 -3.881
H 4.914 2.210 -3.486
C -2.964 5.086 2.565
O -2.072 5.968 3.147
H -3.976 5.171 2.961
H -3.132 5.100 1.488
H -2.653 4.056 2.739
H -1.181 5.623 3.052
C -6.495 -0.723 -5.690
O -6.198 0.615 -5.261
H -6.194 -1.532 -5.024
H -7.560 -0.775 -5.914
H -5.965 -0.978 -6.609
H -5.404 0.556 -4.724
C -6.313 -2.657 3.132
O -6.349 -2.461 1.712
H -5.732 -3.542 3.390
H -5.947 -1.797 3.692
H -7.356 -2.849 3.385
H -5.501 -2.100 1.445
C 2.096 1.951 3.695
O 2.185 3.288 3.317
H 2.004 1.791 4.769
H 1.221 1.598 3.150
H 3.007 1.452 3.362
H 3.109 3.537 3.398
*
```

Orbital gap: 1.946 eV
F_max: 2.426 eV Å⁻¹
Energy: -83922.444 eV

---

Entry 4:
Computed, not measured: a cluster of 7 separate species, C5H24O6 in total at a distorted geometry, with the ωB97M-V functional and the def2-TZVPD basis.

```
! RIJCOSX wB97M-V def2-TZVPD def2/J DEFGRID3
* xyz 0 1
C 2.897 -1.628 0.471
C 1.384 -1.116 0.573
C 0.871 -1.123 2.020
C 1.234 0.052 2.840
C 3.589 -1.254 -0.903
H 3.365 -1.076 1.305
H 2.853 -2.717 0.685
H 0.725 -1.663 -0.129
H 1.428 -0.024 0.328
H 0.978 -2.102 2.495
H -0.249 -1.105 1.896
H 0.493 0.247 3.656
H 2.156 -0.127 3.327
H 1.269 1.042 2.395
H 4.136 -2.003 -1.384
H 2.725 -1.046 -1.610
H 4.079 -0.332 -0.599
H -2.935 -1.666 -2.351
H -2.392 -2.625 -1.206
O -2.201 -2.211 -2.057
H -2.496 0.954 1.770
H -3.620 1.860 1.186
O -2.776 1.395 0.949
H 0.348 1.616 -2.819
H -0.922 1.276 -3.372
O -0.257 2.013 -3.450
H -1.741 -1.324 0.939
H -3.135 -1.457 1.312
O -2.277 -1.881 1.464
H 0.177 2.833 -0.452
H 0.716 1.772 0.553
O 0.918 2.289 -0.206
H -1.720 1.983 -0.385
H -1.389 2.259 -2.001
O -1.543 2.617 -1.130
*
```

Orbital gap: 10.310 eV
F_max: 4.086 eV Å⁻¹
Relative energy (zero: lowest compared OMol25 entry of this formula, charge and spin): 102.79 kJ/mol
SMILES: CCCCC.O.O.O.O.O.O
Energy: -17858.136 eV

---

Entry 5:
Computed, not measured: a structure of composition C5H7ErO4 at a distorted geometry, with the ωB97M-V functional and the def2-TZVPD basis.

```
! RIJCOSX wB97M-V def2-TZVPD def2/J DEFGRID3
* xyz 1 5
O -2.152 -0.486 0.622
C -1.707 0.631 0.272
O -0.347 0.353 -0.295
O -2.113 1.756 0.311
Er -1.022 -2.236 0.145
C 1.653 0.844 -1.302
C 0.465 1.335 -0.589
H 1.437 0.005 -1.983
H 2.208 1.669 -1.764
O 3.719 0.887 1.958
C 2.720 1.356 1.073
C 2.488 0.327 -0.019
H 3.763 1.464 2.724
H 3.033 2.315 0.625
H 1.787 1.532 1.636
H 2.096 -0.678 0.195
H 3.493 -0.028 -0.297
*
```

Orbital gap (alpha / beta): 3.915 / 6.697 eV
F_max: 3.467 eV Å⁻¹
Energy: -41096.378 eV

---

Entry 6:
Computed, not measured: a cluster of 12 separate species, C54H117N3O18S9 in total at a distorted geometry, with the ωB97M-V functional and the def2-TZVPD basis.

```
! RIJCOSX wB97M-V def2-TZVPD def2/J DEFGRID3
* xyz 1 2
C 2.892 -3.799 1.281
C 2.631 -4.294 2.716
N 3.706 -3.934 3.610
C 3.739 -2.487 3.813
C 4.962 -1.874 3.104
C 3.501 -4.614 4.879
C 2.279 -4.308 5.691
H 2.727 -2.722 1.252
H 2.236 -4.325 0.588
H 3.915 -4.038 0.989
H 1.692 -3.946 3.146
H 2.539 -5.380 2.701
H 2.917 -1.888 3.421
H 3.817 -2.285 4.881
H 5.899 -2.339 3.412
H 4.798 -1.977 2.032
H 5.168 -0.826 3.318
H 4.379 -4.356 5.470
H 3.551 -5.696 4.757
H 2.007 -3.252 5.666
H 2.497 -4.683 6.690
H 1.486 -4.871 5.200
C 1.045 -0.250 -1.012
C -0.056 -0.596 0.033
N -0.873 0.550 0.307
C -1.744 0.491 1.515
C -0.906 0.508 2.801
C -1.652 1.137 -0.765
C -2.625 0.233 -1.512
H 1.798 -1.036 -1.063
H 1.536 0.671 -0.700
H 0.654 -0.147 -2.024
H -0.637 -1.336 -0.518
H 0.364 -1.038 0.937
H -2.244 1.457 1.596
H -2.511 -0.283 1.485
H -1.467 0.489 3.736
H -0.371 -0.420 3.002
H -0.144 1.285 2.860
H -1.035 1.642 -1.508
H -2.252 1.914 -0.292
H -3.339 -0.293 -0.878
H -2.115 -0.579 -2.030
H -3.232 0.788 -2.227
C 7.989 -1.477 -0.832
C 6.970 -0.674 -0.037
N 6.868 0.706 -0.511
C 5.796 1.372 0.266
C 4.434 0.849 -0.088
C 8.178 1.337 -0.262
C 8.333 2.674 -1.118
H 7.780 -2.537 -0.694
H 9.039 -1.241 -0.656
H 7.782 -1.268 -1.881
H 5.974 -1.103 -0.150
H 7.299 -0.721 1.001
H 5.966 1.180 1.325
H 5.828 2.434 0.024
H 4.392 0.691 -1.165
H 4.227 -0.115 0.377
H 3.640 1.494 0.289
H 8.996 0.747 -0.677
H 8.360 1.459 0.805
H 7.784 3.555 -0.785
H 8.236 2.567 -2.199
H 9.394 2.922 -1.091
C 2.873 2.924 3.817
C 2.934 1.475 3.465
C 2.462 0.675 4.695
S 3.317 1.527 6.112
O 4.490 0.780 6.631
O 2.218 2.006 6.999
C 3.726 2.989 5.121
H 1.829 3.090 4.082
H 3.226 3.652 3.086
H 3.857 1.106 3.018
H 2.259 1.330 2.622
H 2.787 -0.357 4.824
H 1.399 0.843 4.872
H 4.783 2.855 4.892
H 3.742 3.832 5.811
C -2.251 3.079 5.387
C -1.142 2.303 6.155
C -0.947 2.980 7.467
S -0.963 4.789 7.098
O 0.400 5.216 7.001
O -1.871 5.510 7.949
C -1.799 4.591 5.363
H -3.208 2.870 5.865
H -2.323 2.622 4.400
H -0.274 2.168 5.510
H -1.369 1.245 6.287
H -0.064 2.824 8.087
H -1.856 2.935 8.067
H -0.951 4.774 4.703
H -2.594 5.313 5.175
C 3.216 5.053 -0.744
C 1.945 4.386 -0.264
C 0.808 5.391 -0.453
S 1.112 6.192 -2.030
O 0.993 7.635 -1.809
O 0.424 5.480 -3.093
C 2.874 5.681 -2.156
H 4.009 4.309 -0.825
H 3.520 5.845 -0.061
H 1.972 4.037 0.768
H 1.826 3.464 -0.834
H 1.005 6.205 0.245
H -0.199 5.033 -0.240
H 3.357 6.602 -2.482
H 2.931 4.983 -2.991
C 5.564 -0.479 -5.240
C 4.566 -0.117 -6.383
C 3.560 0.965 -5.911
S 3.620 1.038 -3.995
O 2.788 0.027 -3.359
O 3.512 2.478 -3.646
C 5.444 0.514 -4.102
H 6.585 -0.648 -5.583
H 5.265 -1.442 -4.827
H 3.979 -0.992 -6.662
H 5.134 0.119 -7.283
H 2.563 0.935 -6.350
H 4.008 1.920 -6.186
H 5.821 0.180 -3.135
H 5.965 1.451 -4.299
C -4.602 -1.632 -3.825
C -5.146 -3.086 -3.717
C -6.637 -2.904 -3.390
S -7.362 -1.500 -4.461
O -8.151 -0.572 -3.647
O -7.909 -1.973 -5.724
C -5.576 -0.774 -4.724
H -3.535 -1.727 -4.028
H -4.593 -1.171 -2.837
H -4.698 -3.576 -2.853
H -4.961 -3.658 -4.626
H -6.861 -2.528 -2.391
H -7.307 -3.761 -3.451
H -5.612 0.264 -4.392
H -5.467 -0.771 -5.809
C 0.170 1.588 -4.516
C -0.280 0.348 -5.281
C -1.042 0.891 -6.409
S -2.183 2.164 -5.712
O -3.369 1.492 -5.169
O -2.349 3.362 -6.599
C -1.082 2.539 -4.296
H 0.996 2.024 -5.079
H 0.611 1.639 -3.521
H -0.955 -0.307 -4.729
H 0.535 -0.314 -5.577
H -1.684 0.193 -6.945
H -0.353 1.362 -7.111
H -1.688 2.318 -3.417
H -0.785 3.587 -4.314
C -7.936 -3.938 1.325
C -6.783 -4.735 0.717
C -5.516 -4.124 1.338
S -5.764 -2.355 1.173
O -5.375 -1.852 -0.154
O -5.225 -1.738 2.355
C -7.622 -2.437 1.297
H -7.962 -4.272 2.363
H -8.907 -4.165 0.883
H -6.751 -4.679 -0.371
H -6.896 -5.777 1.018
H -4.562 -4.503 0.973
H -5.552 -4.284 2.415
H -8.163 -1.881 0.532
H -7.830 -1.903 2.224
C -0.694 -4.430 -0.300
C -0.214 -5.848 -0.142
C -1.385 -6.796 -0.380
S -2.149 -6.112 -1.910
O -3.625 -6.035 -1.748
O -1.511 -6.609 -3.123
C -1.640 -4.401 -1.534
H 0.091 -3.697 -0.483
H -1.343 -4.220 0.550
H 0.244 -6.106 0.812
H 0.523 -6.081 -0.911
H -2.123 -6.737 0.420
H -1.279 -7.865 -0.564
H -2.510 -3.822 -1.224
H -1.226 -4.003 -2.461
C -6.967 2.099 -2.138
C -5.935 2.453 -1.116
C -6.542 2.917 0.216
S -8.147 1.942 0.340
O -9.231 2.967 0.355
O -8.120 0.874 1.345
C -7.882 1.140 -1.329
H -6.446 1.647 -2.982
H -7.362 3.084 -2.385
H -5.242 3.195 -1.512
H -5.299 1.590 -0.923
H -6.752 3.979 0.349
H -6.036 2.638 1.140
H -8.848 0.773 -1.674
H -7.284 0.247 -1.149
*
```

Orbital gap (alpha / beta): 8.404 / 3.831 eV
F_max: 3.732 eV Å⁻¹
Energy: -196722.009 eV

---

Entry 7:
Computed, not measured: the molecule C7H12Cl3NOSi at a distorted geometry, with the ωB97M-V functional and the def2-TZVPD basis.

```
! RIJCOSX wB97M-V def2-TZVPD def2/J DEFGRID3
* xyz 0 1
C -1.394 0.967 -1.001
C -0.903 0.337 0.154
C -3.342 -0.058 -0.169
C 1.335 -1.215 1.556
C 1.674 1.797 0.811
C 1.518 -0.158 -1.512
C -4.714 -0.133 0.538
N -2.834 0.906 -0.943
O -0.848 1.648 -1.851
Si 0.964 0.116 0.227
Cl -4.766 -1.574 1.592
Cl -5.099 1.395 1.254
Cl -5.797 -0.428 -0.930
H -1.520 0.184 1.042
H -2.933 -1.047 -0.206
H 2.218 -0.984 2.157
H 0.430 -1.291 2.284
H 1.614 -2.120 1.092
H 1.539 1.884 1.897
H 2.795 1.945 0.547
H 1.114 2.577 0.282
H 2.134 -1.002 -1.728
H 0.650 -0.074 -2.123
H 2.146 0.670 -1.755
H -3.412 1.596 -1.375
*
```

Orbital gap (alpha / beta): 6.129 / 7.793 eV
F_max: 2.636 eV Å⁻¹
Relative energy (zero: lowest compared OMol25 entry of this formula, charge and spin): 130.59 kJ/mol
Energy: -56433.602 eV

---

Entry 8:
Computed, not measured: the molecule C21H21N3O5S at a distorted geometry, with the ωB97M-V functional and the def2-TZVPD basis.

```
! RIJCOSX wB97M-V def2-TZVPD def2/J DEFGRID3
* xyz 0 1
C -5.596 0.458 1.038
H -6.533 0.025 0.691
O -4.733 0.416 -0.070
C -3.459 0.906 0.062
C -2.975 1.449 1.247
C -1.695 1.962 1.344
C -0.851 1.936 0.240
C -1.321 1.379 -0.944
C -2.606 0.865 -1.062
O -2.907 0.399 -2.300
C -4.020 -0.437 -2.524
H -4.963 0.106 -2.433
H -3.902 -0.794 -3.547
H -4.026 -1.290 -1.843
H -0.685 1.337 -1.812
C 0.511 2.451 0.304
C 0.980 3.402 1.163
S 2.659 3.695 0.912
C 2.609 2.477 -0.365
N 1.452 1.959 -0.556
N 3.763 2.168 -1.024
C 4.101 1.037 -1.735
O 5.214 0.931 -2.184
C 3.017 0.012 -2.016
N 2.362 -0.514 -0.838
C 2.865 -0.456 0.435
O 3.943 -0.005 0.730
C 1.835 -1.051 1.379
H 1.569 -0.285 2.113
C 0.651 -1.425 0.485
C 1.092 -1.053 -0.917
O 0.487 -1.203 -1.942
H -0.241 -0.836 0.718
C 0.294 -2.922 0.518
C 1.545 -3.739 0.424
C 2.582 -3.416 1.181
C 2.466 -2.249 2.112
H 1.826 -2.519 2.958
H 3.440 -1.952 2.501
H 3.512 -3.960 1.151
H 1.571 -4.565 -0.269
H -0.220 -3.142 1.459
H -0.386 -3.138 -0.306
H 2.238 0.469 -2.636
H 3.485 -0.804 -2.576
H 4.561 2.757 -0.817
H 0.444 3.959 1.903
H -1.356 2.368 2.284
H -3.608 1.483 2.118
H -5.776 1.484 1.373
H -5.213 -0.138 1.873
*
```

Orbital gap: 8.405 eV
F_max: 1.197 eV Å⁻¹
Relative energy (zero: lowest compared OMol25 entry of this formula, charge and spin): 112.03 kJ/mol
SMILES: COc1ccc(-c2csc(NC(=O)CN3C(=O)[C@H]4CC=CC[C@H]4C3=O)n2)cc1OC
Energy: -47661.434 eV